This record from OMol25 describes C13H11AsN4O7PdS as an isolated structure. The level of theory is ωB97M-V/def2-TZVPD.

Geometry as XYZ:
```
38
Properties=species:S:1:pos:R:3:mulliken_charge:R:1
Pd -0.735 3.783 0.040 -0.016
N 1.327 0.964 -1.822 0.275
C 2.061 2.078 -2.093 -0.059
C 1.268 2.871 -2.870 -0.752
N 0.046 2.274 -3.072 -0.671
C 0.119 1.146 -2.405 0.712
C -0.909 0.122 -2.267 0.100
N -2.179 0.187 -2.591 -0.733
C -2.710 -1.015 -2.204 -0.499
C -1.757 -1.803 -1.627 -0.344
N -0.605 -1.066 -1.678 0.124
H 1.514 0.370 -1.011 0.258
H 3.044 2.211 -1.677 0.428
H 1.482 3.854 -3.257 0.407
H -3.759 -1.230 -2.327 0.424
H -1.799 -2.773 -1.163 0.423
H 0.303 -1.327 -1.324 0.119
O -2.132 0.609 0.819 -0.603
As -0.673 1.074 1.741 1.045
O -1.079 1.733 3.185 -0.822
O 0.234 1.984 0.665 -0.602
C -0.082 -0.749 2.065 0.076
C -0.815 -1.348 3.090 -0.714
C -0.619 -2.674 3.443 -0.547
C 0.331 -3.419 2.754 -0.547
C 1.069 -2.845 1.737 -0.321
C 0.881 -1.500 1.378 0.380
S 3.514 -0.884 0.459 0.567
O 3.716 -0.826 -0.985 -0.545
O 3.872 -2.167 1.057 -0.597
O 1.604 -0.974 0.375 -0.614
H -2.422 1.385 0.317 0.274
H -1.539 -0.739 3.617 0.412
H -1.201 -3.117 4.242 0.350
H 0.501 -4.459 3.012 0.332
H 1.818 -3.409 1.199 0.411
O -2.118 6.339 -0.508 -0.372
C -1.571 5.341 -0.314 0.240
```

charge = -2
energy relative to the best compared isomer or geometry (same formula, charge and spin) = 0.0 kcal per mole
lowest unoccupied orbital energy = 5.081 eV
HOMO energy = -2.08 eV

This record from OMol25 describes C4H9NO as an isolated structure. The level of theory is ωB97M-V/def2-TZVPD.

Geometry as XYZ:
```
15
Properties=species:S:1:pos:R:3:mulliken_charge:R:1
C -2.366 0.572 0.078 -1.091
C -1.106 -0.258 -0.423 -0.299
N 0.090 0.388 0.029 -0.248
C 1.088 -0.577 0.137 0.662
O 0.810 -1.721 0.450 -0.590
C 2.494 -0.078 0.170 -1.020
H -3.323 0.130 -0.213 0.332
H -2.394 1.648 -0.155 0.305
H -2.367 0.541 1.190 0.299
H -1.179 -1.219 0.058 0.309
H -0.492 -0.776 -1.555 0.206
H 0.258 1.234 -0.513 0.270
H 2.629 0.898 -0.300 0.307
H 3.225 -0.798 -0.200 0.307
H 2.632 0.017 1.248 0.251
```

energy relative to the best compared isomer or geometry (same formula, charge and spin) = 56.3 kcal per mole
lowest unoccupied orbital energy = 0.846 eV
HOMO energy = -9.34 eV